6
Properties=species:S:1:pos:R:3:mulliken_charge:R:1 method="wB97M-V/def2-TZVPD" mol_weight_da=30.05 lumo_ev=-6.19 homo_ev=-20.35 charge=+1 e_tot_ha=-94.9532 de_lowest_ev=0.237
C -0.34 0.05 0.57 -0.006
N 0.30 -0.02 -0.52 -0.170
H -1.22 -0.57 0.78 0.278
H -0.15 0.81 1.44 0.275
H 1.15 0.53 -0.70 0.313
H 0.21 -0.81 -1.17 0.310



8
Properties=species:S:1:pos:R:3:mulliken_charge:R:1 method="wB97M-V/def2-TZVPD" mol_weight_da=60.06 lumo_ev="0.28 / 0.49" homo_ev="-8.74 / -8.97" charge=0 e_tot_ha=-225.0634 de_lowest_ev=6.221
C -1.55 0.69 -0.20 -0.232
N -0.90 -0.12 0.43 -0.281
N 1.71 -0.60 0.15 -0.252
O 0.76 -0.04 -0.56 -0.313
H -2.60 0.73 -0.22 0.288
H -1.03 1.27 -0.89 0.299
H 1.75 -1.56 0.13 0.226
H 1.87 -0.38 1.17 0.264



8
Properties=species:S:1:pos:R:3:mulliken_charge:R:1 method="wB97M-V/def2-TZVPD" mol_weight_da=60.06 lumo_ev="-0.06 / 0.25" homo_ev="-8.19 / -9.92" charge=0 e_tot_ha=-224.9967 de_lowest_ev=8.037
C -0.26 -0.02 0.14 0.410
N 0.70 0.89 0.42 -0.394
N 0.85 0.00 -0.75 -0.464
O -1.52 0.20 -0.27 -0.425
H -0.38 -1.99 2.13 0.024
H 0.44 1.86 0.08 0.247
H 1.77 -0.63 -0.65 0.260
H -1.60 -0.32 -1.11 0.341